Record 1
{
  "formula": "C5H9NS2",
  "method": "the ωB97M-V functional and the def2-TZVPD basis",
  "elements": ["C", "C", "C", "C", "C", "N", "S", "S", "H", "H", "H", "H", "H", "H", "H", "H", "H"],
  "coordinates": [[0.275, 0.420, -0.708], [3.025, -0.034, -0.235], [-0.982, 0.944, -1.396], [-0.924, 0.662, 1.544], [-0.029, -0.159, 0.661], [1.355, 0.567, -1.290], [3.615, 1.004, 0.831], [3.745, -1.288, -1.148], [-1.704, 1.124, -0.504], [-1.497, 0.231, -2.197], [-0.711, 1.854, -1.885], [-1.898, 0.669, 1.118], [-1.047, 0.190, 2.489], [-0.570, 1.710, 1.565], [0.907, -0.702, 1.237], [-0.679, -1.020, 0.430], [4.896, -1.307, -0.462]],
  "atomic_forces_ev_per_a": [[-1.16, -0.40, 1.30], [-1.95, 2.04, -1.41], [-1.92, -1.31, 0.44], [0.89, 1.33, -0.39], [1.67, -3.12, 0.70], [3.95, -1.11, 0.49], [-0.43, -0.66, -0.17], [-0.59, -0.07, 0.06], [0.86, 0.03, -2.38], [1.31, 1.27, 1.89], [-0.16, 0.65, -0.36], [-0.94, 0.14, -0.14], [0.26, -0.02, 1.03], [-0.22, -0.49, 0.62], [-2.05, 1.89, -1.59], [0.37, -0.19, -0.16], [0.11, 0.02, 0.05]],
  "de_lowest_kcal_mol": 89.1,
  "orbital_gap_ev": [7.7846, 7.7819],
  "largest_force_ev_per_a": 4.134,
  "energy_ev": -28487.7720
}



Record 2
{
  "formula": "C4H23N2O7",
  "method": "the ωB97M-V functional and the def2-TZVPD basis",
  "elements": ["C", "C", "C", "N", "N", "C", "O", "H", "H", "H", "H", "H", "H", "H", "H", "H", "H", "H", "H", "H", "O", "H", "H", "O", "H", "H", "O", "H", "H", "O", "H", "H", "O", "H", "H", "O"],
  "coordinates": [[-1.415, -1.147, 0.156], [-0.945, -1.165, -1.338], [-2.213, -0.743, -2.099], [-2.107, -0.567, -3.542], [-0.396, -1.599, 1.100], [-0.043, -0.504, 2.024], [0.951, 0.426, 1.680], [-1.973, -0.216, 0.426], [-2.113, -2.001, 0.104], [-0.618, -2.202, -1.568], [-0.159, -0.418, -1.490], [-3.093, -1.431, -1.946], [-2.581, 0.279, -1.784], [-1.382, 0.123, -3.669], [-1.997, -1.472, -4.001], [0.430, -2.038, 0.708], [-0.988, 0.075, 2.218], [0.312, -0.837, 2.998], [2.685, 2.143, 0.319], [2.174, 2.475, 1.623], [2.994, 2.630, 1.130], [-0.111, 3.237, 1.424], [0.104, 1.674, 2.018], [-0.237, 2.622, 2.158], [2.248, -0.236, 1.022], [2.151, -1.370, -0.058], [2.796, -0.955, 0.518], [-0.996, 1.474, 3.785], [0.438, 1.449, 3.965], [-0.352, 1.683, 4.467], [1.104, 0.857, 0.262], [1.851, 0.514, -1.063], [1.466, 1.293, -0.650], [0.077, -0.912, -3.931], [1.123, -1.623, -3.032], [0.814, -1.516, -3.934]],
  "atomic_forces_ev_per_a": [[0.34, -2.17, -1.53], [-1.32, 0.73, 1.15], [-1.25, 0.56, -0.41], [-0.40, -0.44, 0.12], [-0.13, 2.03, 1.33], [0.37, 0.56, 0.84], [-0.67, -0.25, -0.70], [0.88, -0.75, -0.02], [-0.60, 0.61, 0.38], [-0.12, 0.65, -0.11], [0.03, -0.18, -0.11], [0.99, 0.44, 0.24], [0.58, -1.13, 0.38], [0.13, -0.17, -0.82], [0.55, 0.71, -0.13], [-0.25, 0.20, -0.12], [0.34, -0.78, -0.20], [-0.40, -0.99, 0.12], [0.67, 0.52, 0.33], [0.29, 0.28, 0.57], [-0.72, -0.48, -0.65], [0.21, -0.87, -0.11], [0.61, 1.37, -1.08], [-0.61, 0.44, 0.03], [0.57, -1.39, -0.32], [-0.02, -0.05, 0.02], [-0.06, 0.60, 0.41], [-0.43, 0.43, 0.21], [0.39, 0.28, 0.34], [0.05, -0.89, 0.51], [0.29, 0.99, -0.93], [0.35, 0.25, -0.13], [-0.97, -0.85, 0.54], [-0.22, 0.14, 0.39], [-0.19, 0.22, 0.11], [0.74, -0.58, -0.64]],
  "de_lowest_kcal_mol": 36.9,
  "orbital_gap_ev": 8.7487,
  "charge": -1,
  "largest_force_ev_per_a": 2.676,
  "energy_ev": -21834.3051
}